Entry 1:
DFT (ωB97M-V/def2-TZVPD) results for 2 unconnected molecules or ions with the total composition C8H9N2OS.

Its net charge is +1. The lowest unoccupied orbital energy is -0.1635 hartree. The value obtained for the calculated total energy is -892.7090 Ha. The calculation puts the energy above the lowest of the compared OMol25 structures with the same formula, charge and spin at 115.1 kcal/mol. The value obtained for the molar mass is 181.2 u. For the orbital gap, the calculation gives 0.27884 Ha.

Geometry as XYZ:
```
21
Properties=species:S:1:pos:R:3:forces:R:3:mulliken_charge:R:1
C 2.890266 0.402764 -2.872720 -0.026 -1.582 -1.149 -0.28
C 2.540932 1.213387 -1.840891 1.259 0.966 0.546 -0.35
C 2.169815 -0.788524 -3.071043 -1.866 1.614 1.508 -0.53
C 1.487372 0.959183 -1.027860 -0.300 -1.172 -0.809 -0.49
C 0.995055 -1.084202 -2.281232 3.557 1.671 -0.131 -0.63
C 0.704331 -0.191411 -1.190004 3.180 -0.473 -4.366 0.44
C -0.402945 -0.412214 -0.504831 -3.848 -0.184 4.252 0.36
C -2.884970 -1.230927 3.882517 2.074 3.905 -1.337 -0.05
N -2.874071 0.428676 2.143050 0.810 0.513 0.509 -0.47
N -1.244234 -0.520336 0.287369 2.449 -0.449 -2.736 0.00
O -3.329200 -0.632664 2.875099 -1.216 -1.374 -0.396 0.02
S -1.650071 1.300288 3.052953 0.635 -1.757 -0.066 -0.18
H 3.714274 0.629868 -3.577943 -0.539 -0.077 0.752 0.35
H 3.176296 2.042608 -1.575658 -0.114 0.414 -0.225 0.38
H 2.506973 -1.274283 -3.932726 -0.149 -1.635 -0.889 0.42
H 1.293400 1.715550 -0.364541 -0.898 1.263 2.031 0.47
H 0.543544 -2.029228 -2.379798 -0.921 -0.786 -0.232 0.44
H -3.418007 -1.928770 4.349146 -2.511 -3.056 1.094 0.32
H -2.034514 -0.833055 4.370623 1.014 0.325 0.381 0.19
H -2.050554 -0.238435 0.835351 -1.777 0.509 1.529 0.41
H -2.133692 2.471725 2.823138 -0.814 1.368 -0.268 0.17
```
Forces are in eV/Å.

***

Entry 2:
DFT (ωB97M-V/def2-TZVPD) results for 2 unconnected molecules or ions with the total composition C8H9N3S2.

Its net charge is 0. The lowest unoccupied orbital energy is 0.0060 hartree. The value obtained for the calculated total energy is -1270.8306 Ha. The calculation puts the energy above the lowest of the compared OMol25 structures with the same formula, charge and spin at 0.0 kcal/mol. The value obtained for the molar mass is 211.3 u. For the orbital gap, the calculation gives 0.32471 Ha.

Geometry as XYZ:
```
22
Properties=species:S:1:pos:R:3:forces:R:3:mulliken_charge:R:1
C -3.217160 -0.124299 1.039928 0.157 -0.022 -0.226 -0.53
C -3.203569 -1.424576 0.570686 -0.230 0.103 0.384 -0.24
C -1.844097 -0.982062 -1.220710 0.203 0.121 -0.204 -0.65
C -1.474397 2.484752 -0.493910 0.061 0.039 -0.114 -0.20
C -2.470673 0.794484 0.309698 0.395 -0.466 -0.655 0.77
C -1.781285 0.350548 -0.848908 -0.537 -0.073 0.709 0.38
C 3.367622 -0.913892 -0.285211 -0.457 0.430 0.061 -0.96
C 1.391019 1.110859 0.357268 0.259 -0.205 0.002 -0.06
N -2.541125 -1.841579 -0.507486 0.060 -0.424 -0.266 -0.63
N -2.243630 2.134680 0.489430 -0.206 0.414 0.443 -0.70
N -1.175532 1.472924 -1.351449 0.026 0.035 -0.329 0.04
S 1.426021 0.433188 1.902000 0.063 0.052 -0.396 -0.15
S 2.336957 0.494913 -0.850511 0.060 -0.025 0.151 0.04
H -3.774072 0.166066 1.914228 -0.074 0.013 0.144 0.42
H -3.756678 -2.200072 1.082956 -0.084 0.014 0.129 0.37
H -1.334418 -1.372061 -2.092138 0.091 0.026 -0.113 0.37
H -1.103555 3.481177 -0.638328 0.142 0.162 -0.091 0.40
H 3.940965 -1.242720 -1.143319 0.099 -0.100 -0.073 0.32
H 2.712341 -1.702464 0.071372 0.031 -0.154 0.025 0.32
H 4.023126 -0.572172 0.509646 0.110 -0.044 0.056 0.34
H -0.524656 1.507602 -2.119088 -0.053 0.061 0.163 0.21
H 0.508945 1.254259 2.423195 -0.118 0.042 0.200 0.15
```
Forces are in eV/Å.

***

Entry 3:
DFT (ωB97M-V/def2-TZVPD) results for a molecular structure, C8H9N4S.

Its net charge is +1. The lowest unoccupied orbital energy is -0.1441 hartree. The value obtained for the calculated total energy is -927.1352 Ha. The calculation puts the energy above the lowest of the compared OMol25 structures with the same formula, charge and spin at 2.5 kcal/mol. The value obtained for the molar mass is 193.3 u. For the orbital gap, the calculation gives 0.31208 Ha.

Geometry as XYZ:
```
22
Properties=species:S:1:pos:R:3:forces:R:3:mulliken_charge:R:1
C 0.362779 3.936849 -1.428206 -0.205 0.101 -0.139 -0.20
C 1.108880 3.137019 -0.519333 -0.103 -0.155 0.108 -0.71
C -0.976518 -2.334211 1.482263 0.077 0.075 -0.109 -0.73
C -0.410036 -1.119920 1.731873 -0.170 -0.299 -0.133 -0.05
C -0.867633 3.436504 -1.708492 -0.003 -0.104 0.030 -0.58
C 0.371941 -1.054667 -0.462455 0.276 0.321 0.277 0.03
C -0.831359 -2.886571 0.183222 0.142 0.473 0.230 0.92
C 0.346289 2.091519 -0.172553 1.215 -3.483 2.724 0.56
N -0.156829 -2.189657 -0.757025 -0.266 -0.551 -0.248 -0.53
N 0.289568 -0.468998 0.762606 -1.198 -1.535 -0.128 0.46
N -1.326585 -4.061585 -0.174543 -0.008 -0.087 -0.007 -0.37
N 0.991605 0.655820 0.990054 0.132 4.812 -2.521 -1.01
S -1.200939 1.962541 -0.870262 0.233 0.221 0.043 -0.07
H 0.745302 4.847169 -1.853424 0.010 0.151 -0.101 0.41
H 2.102412 3.345735 -0.176239 0.236 -0.025 0.087 0.44
H -1.516569 -2.858434 2.254646 -0.013 0.045 0.097 0.33
H -0.471624 -0.643605 2.700505 0.032 0.080 -0.046 0.40
H -1.619194 3.841601 -2.356491 -0.148 0.101 -0.139 0.42
H 0.924959 -0.514537 -1.217846 0.082 0.160 0.071 0.51
H -1.818866 -4.651914 0.475832 0.032 0.033 -0.084 0.22
H -1.157636 -4.387064 -1.114605 -0.052 -0.022 0.062 0.26
H 0.816815 1.048154 1.912952 -0.303 -0.311 -0.073 0.30
```
Forces are in eV/Å.

***

Entry 4:
DFT (ωB97M-V/def2-TZVPD) results for a molecular structure, C8H9NO.

Its net charge is 0. The lowest unoccupied orbital energy is 0.0293 hartree. The value obtained for the calculated total energy is -440.0198 Ha. The calculation puts the energy above the lowest of the compared OMol25 structures with the same formula, charge and spin at 145.3 kcal/mol. The value obtained for the molar mass is 135.2 u. For the orbital gap, the calculation gives 0.31991 Ha.

Geometry as XYZ:
```
19
Properties=species:S:1:pos:R:3:forces:R:3:mulliken_charge:R:1
C -1.374596 0.343146 -0.301499 1.601 -1.344 -1.114 0.54
C -1.712521 0.619668 0.953222 -5.848 2.854 3.062 -0.60
C -0.873267 0.421123 2.066596 -5.027 0.256 2.254 -0.24
C 0.327312 -0.007310 1.868939 5.532 -3.030 6.486 -0.51
C 0.747314 -0.279443 0.661318 4.106 -0.966 -5.523 -0.04
C 2.051335 -0.404006 -1.242996 -1.576 -6.436 2.869 -0.94
C 0.683399 -0.446719 -1.686720 0.551 6.967 -2.711 -0.53
C -0.036553 -0.093838 -0.484934 -1.986 1.536 2.094 0.68
H -1.513229 1.136985 -1.756737 -1.377 0.047 -1.574 0.36
H -2.935348 1.192748 1.076584 4.000 -2.147 -0.163 0.12
H -1.194103 0.236342 3.139090 -0.387 1.320 -1.519 0.27
H 1.073822 -0.478262 2.997968 -2.240 1.754 -3.831 0.06
H 2.805884 -0.492192 0.833751 1.680 0.854 0.650 0.24
H 2.658753 -1.075662 -1.674266 2.144 -2.444 -2.044 0.38
H 2.506054 0.390017 -1.153772 3.887 8.962 -1.020 0.54
H 0.277918 -1.263209 -1.950928 -1.934 -6.823 -2.185 0.37
H 0.543331 0.167898 -2.811414 0.213 -0.909 3.421 0.32
N 2.089674 -0.728202 0.224420 -5.491 -1.302 -0.094 -0.45
O -2.215666 0.545879 -1.409348 2.151 0.853 0.941 -0.57
```
Forces are in eV/Å.

***

Entry 5:
DFT (ωB97M-V/def2-TZVPD) results for C8H9NO in the gas phase.

Its net charge is 0. The lowest unoccupied orbital energy is 0.0305 hartree. The value obtained for the calculated total energy is -440.1776 Ha. The calculation puts the energy above the lowest of the compared OMol25 structures with the same formula, charge and spin at 46.3 kcal/mol. The value obtained for the molar mass is 135.2 u. Its structure (SMILES) is CC(=O)Nc1ccccc1. For the orbital gap, the calculation gives 0.35825 Ha.

Geometry as XYZ:
```
19
Properties=species:S:1:pos:R:3:forces:R:3:mulliken_charge:R:1
C -2.463908 1.137109 0.343501 -1.360 -0.871 4.792 -1.33
C -2.434085 -0.273333 -0.028731 0.058 -3.916 -2.562 0.79
O -3.427642 -0.999727 -0.166791 0.553 1.695 0.731 -0.63
N -1.233115 -0.959395 -0.329313 1.358 4.959 0.868 -0.17
C 0.145993 -0.536788 -0.241819 -4.858 0.634 0.119 0.56
C 0.492286 0.742604 -0.356660 1.578 4.975 -1.991 -0.05
C 1.875471 1.055813 -0.272698 -0.339 4.344 -0.067 -0.38
C 2.819555 0.127803 0.038297 1.902 -0.672 -0.082 -0.50
C 2.399174 -1.130750 0.240542 -4.565 -1.140 -0.569 -0.56
C 1.034095 -1.451955 0.078984 4.106 1.388 0.358 -0.56
H -3.514060 1.368796 0.684977 1.152 -0.449 -0.064 0.28
H -2.201249 1.941562 -0.194581 1.033 2.116 -3.211 0.40
H -1.726991 1.281877 1.192852 -1.007 -0.354 -0.350 0.40
H -1.268078 -1.885701 -0.509311 -1.152 -3.392 -0.562 0.13
H -0.200425 1.566991 -0.796133 1.274 -1.695 1.206 0.18
H 2.249339 2.199863 -0.352807 -1.169 -2.813 -0.136 0.18
H 3.911719 0.132257 0.026259 -0.277 1.436 0.142 0.33
H 2.908437 -1.959080 0.520697 2.525 -1.968 0.680 0.44
H 0.633490 -2.357946 0.122740 -0.813 -4.276 0.697 0.50
```
Forces are in eV/Å.

***

Entry 6:
DFT (ωB97M-V/def2-TZVPD) results for C8H9NO in the gas phase.

Its net charge is 0. The lowest unoccupied orbital energy (spin up / spin down) is 0.0236 / -0.0463 hartree. The value obtained for the calculated total energy is -440.0068 Ha. The calculation puts the energy above the lowest of the compared OMol25 structures with the same formula, charge and spin at 0.8 kcal/mol. The value obtained for the molar mass is 135.2 u. For the orbital gap (spin up / spin down), the calculation gives 0.33179 / 0.27308 Ha. As for the spin multiplicity: 3.

Geometry as XYZ:
```
19
Properties=species:S:1:pos:R:3:forces:R:3:mulliken_charge:R:1
C -1.698193 1.571946 -0.378734 0.548 1.772 0.035 -0.19
C -0.266384 1.627475 0.069175 0.715 1.218 1.202 -0.49
C -1.416325 -0.669604 -0.532208 -1.515 -1.277 0.643 -0.33
C -0.058201 -0.643632 0.024556 -0.367 1.041 -0.704 1.03
C -2.458895 0.397924 -0.732817 5.314 0.901 0.957 -0.74
C 0.716880 0.585793 0.327413 -8.106 0.143 -2.354 0.63
C 0.777235 -1.881209 0.064188 -0.526 -1.860 -1.437 -1.35
C 2.111738 0.799343 0.632914 1.352 3.031 0.581 -0.81
N 2.952180 0.559051 -0.542268 0.975 -1.672 0.002 0.04
O 3.891895 -0.211171 -0.349558 0.115 0.164 -0.646 -0.29
H -2.103616 2.656851 -0.474989 0.407 -2.120 0.199 0.22
H 0.149689 2.656773 0.407176 -1.168 -1.385 -1.036 0.15
H -1.813944 -1.715787 -0.695629 0.818 1.082 0.089 0.20
H -3.510559 0.414193 -1.208923 2.140 -0.443 1.088 0.31
H 0.245086 -2.894982 -0.152854 0.694 1.931 0.399 0.33
H 1.311607 -1.985366 1.008606 0.118 0.039 -0.099 0.29
H 1.489749 -1.699967 -0.779492 -0.087 -0.658 0.812 0.29
H 2.478292 0.294220 1.517393 0.139 -0.553 -0.097 0.41
H 2.445158 1.902391 0.779478 -1.565 -1.355 0.365 0.30
```
Forces are in eV/Å.